# 1
The following is a quantum chemistry calculation of a 2-piece molecular cluster, C4H3NO overall at a distorted geometry, from OMol25.

Atoms and positions in Å:
O 0.30 1.56 -0.81
C -0.61 0.76 -0.79
C -0.44 -0.67 -0.67
C -0.38 -1.88 -0.67
C 0.41 0.38 2.36
N 1.21 0.70 1.56
H 1.48 1.03 0.64
H -1.66 1.09 -0.88
H -0.32 -2.94 -0.69

Computed properties:
- HOMO level (Eh) = -0.4138

These are the natural (NBO) partial charges, in e, on atoms 1 to 4: -0.515, 0.382, -0.145, -0.107



# 2
The following is a quantum chemistry calculation of C4H3NO in the gas phase at a distorted geometry, from OMol25.

Atoms and positions in Å:
C 0.07 0.31 0.15
C -1.05 0.94 0.11
C -1.17 -1.12 0.00
C 1.48 -0.02 -0.04
N -2.33 0.77 0.01
O -2.39 -0.62 -0.04
H 1.94 0.37 -0.93
H 2.03 0.46 0.74
H 1.42 -1.08 0.01

Computed properties:
- HOMO level (Eh) = -0.3337

These are the natural (NBO) partial charges, in e, on atoms 1 to 4: -0.143, 0.279, 0.380, -0.656



# 3
The following is a quantum chemistry calculation of C4H3NO2 in the gas phase, from OMol25.

Atoms and positions in Å:
O -2.01 1.92 0.14
C -1.55 0.87 0.15
C -1.11 -0.39 0.23
C 0.22 -0.78 -0.27
N 1.72 -0.49 0.30
C 1.12 0.32 -0.58
O 1.09 1.47 -0.94
H -1.87 -1.11 0.51
H 0.30 -1.78 -0.69
H 2.08 -0.03 1.15

Computed properties:
- SMILES = O=C=C[C@@H]1NC1=O
- HOMO level (Eh) = -0.3466

These are the natural (NBO) partial charges, in e, on atoms 1 to 4: -0.405, 0.788, -0.615, -0.125



# 4
The following is a quantum chemistry calculation of C4H3NO2 as an isolated structure at a distorted geometry, from OMol25.

Atoms and positions in Å:
O 1.91 0.83 -0.96
C 1.78 -0.12 -0.25
C 0.62 -0.17 0.89
N 0.11 -0.91 -0.07
C -1.09 -0.37 -0.43
C -1.38 0.61 0.45
O -0.30 0.79 1.27
H 2.35 -1.06 -0.32
H -1.65 -0.76 -1.26
H -2.30 1.15 0.63

Computed properties:
- HOMO level (Eh) = -0.3669

These are the natural (NBO) partial charges, in e, on atoms 1 to 4: -0.545, 0.417, 0.314, -0.397



# 5
The following is a quantum chemistry calculation of C4H3NO2 in the gas phase at a distorted geometry, from OMol25.

Atoms and positions in Å:
N -1.52 -0.24 2.05
C -0.98 0.26 1.08
C -0.34 0.89 0.11
C 0.93 0.37 -0.44
O 1.40 -0.87 0.05
C 0.89 -0.74 -1.37
O 0.71 -1.51 -2.24
H -2.21 -0.97 1.87
H -0.75 1.79 -0.32
H 1.70 1.13 -0.62

Computed properties:
- SMILES = N=C=C[C@H]1OC1=O
- HOMO level (Eh) = -0.3430

These are the natural (NBO) partial charges, in e, on atoms 1 to 4: -0.599, 0.458, -0.486, -0.004



# 6
The following is a quantum chemistry calculation of C4H3NO2 in the gas phase at a distorted geometry, from OMol25.

Atoms and positions in Å:
O -2.11 -1.41 0.21
C -0.97 -0.84 -0.07
C 0.24 -0.53 0.88
C 1.15 0.52 0.72
O 1.21 1.17 -0.49
N 0.23 0.97 -1.25
C -0.62 0.04 -1.24
H 0.35 -1.33 1.83
H 1.82 0.98 1.49
H -1.30 0.43 -2.06

Computed properties:
- SMILES = O=c1cconc1
- HOMO level (Eh) = -0.3575

These are the natural (NBO) partial charges, in e, on atoms 1 to 4: -0.532, 0.466, -0.373, 0.128



# 7
The following is a quantum chemistry calculation of C4H3NO2 in the gas phase, from OMol25.

Atoms and positions in Å:
N 2.34 -0.42 0.77
C 1.24 -0.66 0.30
C 0.02 -0.98 -0.09
C -1.13 -0.06 -0.05
O -1.06 1.10 0.91
C -1.11 1.35 -0.39
O -1.10 2.29 -1.12
H 3.05 -0.06 0.13
H -0.15 -2.00 -0.42
H -2.10 -0.56 -0.03

Computed properties:
- SMILES = N=C=C[C@H]1OC1=O
- HOMO level (Eh) = -0.3431

These are the natural (NBO) partial charges, in e, on atoms 1 to 4: -0.595, 0.465, -0.493, -0.029



# 8
The following is a quantum chemistry calculation of C4H3NO2 as an isolated structure at a distorted geometry, from OMol25.

Atoms and positions in Å:
C 1.69 -0.28 0.50
C -0.28 -0.47 0.51
C -1.54 -0.15 -0.02
C 0.59 0.33 -0.26
H 2.28 -0.93 -0.17
H 1.95 0.26 1.45
H -2.68 -0.13 0.33
N 0.05 1.05 -1.28
O 0.59 -1.27 1.20
O -1.17 0.87 -0.83

Computed properties:
- HOMO level (Eh) = -0.3359

These are the natural (NBO) partial charges, in e, on atoms 1 to 4: -0.081, 0.168, 0.035, -0.005



# 9
The following is a quantum chemistry calculation of C4H3NO2 in the gas phase at a distorted geometry, from OMol25.

Atoms and positions in Å:
N 2.31 -0.61 0.83
C 1.22 -0.71 0.29
C 0.01 -0.90 -0.19
C -1.09 0.05 0.22
C -1.22 1.21 -0.78
O -0.82 0.99 1.11
O -1.16 2.26 -1.26
H 3.01 -0.05 0.35
H -0.21 -1.75 -0.84
H -2.06 -0.49 0.27

Computed properties:
- HOMO level (Eh) = -0.3444

These are the natural (NBO) partial charges, in e, on atoms 1 to 4: -0.598, 0.484, -0.510, 0.095



# 10
The following is a quantum chemistry calculation of C4H3NO2 in the gas phase at a distorted geometry, from OMol25.

Atoms and positions in Å:
C -0.66 1.42 0.32
C -0.40 0.18 -0.01
C -1.37 -0.96 0.04
N -2.33 -1.68 -0.01
O 0.77 -0.18 -0.83
C 1.63 -0.89 -0.28
O 1.58 -1.07 1.02
H -1.65 1.76 0.67
H 0.00 2.45 0.17
H 2.43 -1.03 -1.07

Computed properties:
- SMILES = C=C(C#N)OC=O
- HOMO level (Eh) = -0.3987

These are the natural (NBO) partial charges, in e, on atoms 1 to 4: -0.351, 0.168, 0.230, -0.256



# 11
The following is a quantum chemistry calculation of C4H3NO2 in the gas phase at a distorted geometry, from OMol25.

Atoms and positions in Å:
N 2.24 1.28 -0.66
C 1.17 0.90 -0.45
C -0.15 0.31 -0.21
C -0.20 -1.10 -0.83
O -1.23 -1.64 -1.10
C -0.48 0.30 1.29
O 0.30 0.63 2.14
H -0.94 0.89 -0.71
H 0.79 -1.56 -1.00
H -1.51 -0.01 1.53

Computed properties:
- SMILES = N#CC(C=O)C=O
- HOMO level (Eh) = -0.4005

These are the natural (NBO) partial charges, in e, on atoms 1 to 4: -0.270, 0.272, -0.544, 0.457



# 12
The following is a quantum chemistry calculation of C4H3NO2 in the gas phase, from OMol25.

Atoms and positions in Å:
O 2.63 0.70 0.21
C 2.15 -0.07 -0.57
C 1.07 -1.01 -0.21
N -0.09 -0.72 -0.37
C -1.28 -0.25 -0.24
C -1.52 0.51 0.99
O -0.68 0.65 1.84
H 2.46 -0.14 -1.63
H -1.97 -0.34 -1.06
H -2.52 0.97 1.06

Computed properties:
- HOMO level (spin up / spin down) (Eh) = -0.3348 / -0.3348

These are the natural (NBO) partial charges, in e, on atoms 1 to 4: -0.474, 0.340, 0.202, -0.206